{
  "formula": "C5H13O2",
  "method": "the ωB97M-V functional and the def2-TZVPD basis",
  "energy_ha": -348.6145,
  "multiplicity": 2,
  "lumo_energy_ha": [0.030, -0.122],
  "de_lowest_kj_mol": 254.84,
  "e_homo_ev": [-10.55, -10.29],
  "orbital_gap_ev": [11.37, 6.96],
  "species": ["C", "O", "C", "C", "C", "C", "H", "H", "H", "H", "H", "H", "H", "H", "H", "H", "H", "H", "H", "O"],
  "xyz": [[-0.613, -1.674, -0.765], [-0.626, -0.942, -1.942], [-0.560, -0.945, 0.580], [0.228, 0.361, 0.435], [0.023, 1.269, 1.723], [1.756, 0.148, 0.262], [0.449, -2.144, -0.767], [-1.466, -2.388, -0.775], [-1.493, -0.891, 1.135], [0.158, -1.491, 1.220], [-0.270, 0.852, -0.328], [0.887, 1.907, 1.524], [0.075, 0.689, 2.696], [-0.840, 1.924, 1.665], [2.249, -0.413, 1.209], [2.018, -0.388, -0.720], [2.214, 1.159, 0.181], [-1.307, 1.825, -2.340], [-1.085, 0.018, -2.260], [-1.797, 1.125, -2.733]],
  "forces_ev_per_a": [[0.5584, -0.7556, 0.5550], [0.0563, 1.2916, -1.1477], [1.8774, -0.0186, 0.3913], [-0.3635, -0.7244, 3.2849], [1.0899, -0.8524, -0.9395], [0.6124, -0.7485, -0.1069], [-1.8430, 0.0406, -0.5225], [0.8710, -0.0117, 0.0167], [-0.2629, 0.3993, -0.3239], [-0.8017, -0.5053, -0.0165], [-0.1266, 1.4346, -1.9031], [-0.0289, 0.4400, 1.2734], [0.0782, 0.8303, -1.1665], [-0.3764, -0.3255, 0.1232], [-1.2531, 1.2214, -2.2392], [-0.3448, 0.5246, 1.5722], [-0.0349, -0.7411, 0.1279], [0.7853, 1.3235, 0.6770], [-0.2327, -0.8088, 0.4404], [-0.2604, -2.0138, -0.0961]],
  "mulliken_spin": [0.00, 0.35, 0.02, 0.01, 0.00, 0.00, 0.05, 0.00, 0.01, 0.00, -0.02, 0.00, 0.00, 0.00, 0.00, 0.00, 0.00, -0.02, -0.06, 0.68]
}